[1]
{
  "formula": "C4H9NO",
  "method": "ωB97M-V/def2-TZVPD",
  "symbols": ["C", "C", "C", "C", "N", "O", "H", "H", "H", "H", "H", "H", "H", "H", "H"],
  "coordinates": [[1.6523, -0.2818, 0.7044], [0.9486, -0.3180, -0.6500], [-0.1768, 0.7456, -0.7879], [-1.2767, 0.5288, 0.1710], [-2.1471, -0.5157, 0.0030], [-1.8741, -1.0188, 1.2380], [2.0833, 0.7039, 0.9015], [0.9551, -0.5198, 1.5095], [2.4640, -1.0114, 0.7358], [1.6654, -0.1448, -1.4571], [0.5043, -1.3018, -0.8150], [-0.5899, 0.6679, -1.8014], [0.2485, 1.7432, -0.6467], [-1.3265, 1.0658, 1.1136], [-3.1303, -0.3429, -0.2186]],
  "forces_ev_per_a": [[0.0, 0.0, -0.1], [-0.1, 0.1, 0.1], [0.2, -0.1, -0.1], [0.0, -0.3, 0.2], [0.1, 0.0, 0.3], [-0.1, 0.3, -0.5], [0.0, 0.0, 0.0], [0.0, 0.0, 0.0], [0.0, 0.0, 0.0], [0.0, 0.0, 0.0], [0.0, 0.0, 0.0], [0.0, 0.0, 0.1], [0.0, 0.0, 0.0], [0.0, 0.0, 0.0], [0.1, -0.1, 0.1]],
  "e_homo_ev": [-8.62, -8.28],
  "mol_weight_g_mol": 87.1,
  "e_tot_ha": -287.6442,
  "relative_energy_kcal_mol": 118.15,
  "gap_ev": [8.5224, 8.0839]
}

[2]
{
  "formula": "C4H9NO",
  "method": "ωB97M-V/def2-TZVPD",
  "symbols": ["C", "C", "C", "N", "C", "O", "H", "H", "H", "H", "H", "H", "H", "H", "H"],
  "coordinates": [[0.6799, -0.9065, 1.6018], [0.1836, 0.3342, 0.8728], [-0.4629, 0.0338, -0.4962], [0.3695, -0.7755, -1.3479], [-0.9972, 1.2955, -1.1431], [-1.4839, 1.3192, -2.2471], [0.9166, -1.6902, 0.8746], [1.6070, -0.7013, 2.1294], [-0.0589, -1.3681, 2.2510], [-0.5876, 0.8873, 1.4111], [1.0019, 1.0323, 0.7047], [-1.4077, -0.4780, -0.3000], [1.2862, -0.3549, -1.4730], [-0.0513, -0.8594, -2.2677], [-0.9951, 2.2317, -0.5705]],
  "forces_ev_per_a": [[0.1, -0.5, -0.5], [-0.5, 0.0, -0.8], [-0.1, 0.3, 0.7], [0.1, -0.2, -0.4], [-0.2, 0.3, -0.7], [0.3, -0.2, 0.1], [0.1, 0.2, 0.0], [-0.1, 0.0, 0.4], [-0.1, 0.3, 0.3], [0.2, 0.0, 0.4], [0.2, 0.1, 0.0], [0.0, -0.6, 0.0], [-0.1, 0.0, 0.0], [0.0, 0.0, 0.0], [0.1, 0.2, 0.4]],
  "e_homo_ev": -9.31,
  "mol_weight_g_mol": 87.1,
  "e_tot_ha": -287.7836,
  "relative_energy_kcal_mol": 30.66,
  "gap_ev": 10.1574
}

[3]
{
  "formula": "C4H9NO",
  "method": "ωB97M-V/def2-TZVPD",
  "symbols": ["C", "C", "C", "C", "N", "O", "H", "H", "H", "H", "H", "H", "H", "H", "H"],
  "coordinates": [[-0.7000, -1.3055, 0.7002], [-0.2849, -0.1485, -0.2107], [-1.2412, 1.0560, -0.0565], [1.1392, 0.2641, 0.1510], [2.0356, 0.2378, -0.8768], [1.4534, 0.5927, 1.2820], [-0.6258, -0.9823, 1.7427], [-0.0550, -2.1808, 0.5671], [-1.7339, -1.6035, 0.4976], [-0.3003, -0.4982, -1.2518], [-0.6914, 1.9935, 0.0751], [-1.8817, 1.1696, -0.9364], [-1.8855, 0.9295, 0.8206], [1.7771, -0.0103, -1.8174], [2.9943, 0.4859, -0.6866]],
  "forces_ev_per_a": [[0.0, -0.1, 0.1], [0.0, 0.0, 0.0], [0.0, 0.1, 0.0], [0.0, 0.0, 0.1], [0.1, 0.0, 0.0], [-0.1, -0.1, -0.4], [0.0, -0.1, -0.1], [-0.1, 0.1, 0.0], [0.1, 0.1, 0.0], [0.0, 0.1, 0.2], [-0.1, -0.1, 0.0], [0.1, -0.1, 0.1], [0.1, 0.0, -0.1], [0.0, 0.0, 0.2], [-0.1, 0.0, 0.0]],
  "e_homo_ev": -9.71,
  "mol_weight_g_mol": 87.1,
  "e_tot_ha": -287.8279,
  "relative_energy_kcal_mol": 2.88,
  "gap_ev": 10.6422
}

[4]
{
  "formula": "C4H9NO",
  "method": "ωB97M-V/def2-TZVPD",
  "symbols": ["C", "C", "C", "N", "C", "O", "H", "H", "H", "H", "H", "H", "H", "H", "H"],
  "coordinates": [[0.8970, 1.0618, 1.1742], [1.0529, 0.2237, -0.0919], [-0.1432, 0.3371, -1.0412], [-1.2970, -0.3964, -0.5253], [-1.2366, -1.6912, -0.1222], [-0.2788, -2.4306, -0.2509], [1.6203, 0.7557, 1.9367], [1.0463, 2.1302, 0.9780], [-0.1040, 0.9347, 1.6043], [1.1442, -0.8329, 0.1652], [1.9717, 0.4884, -0.6269], [0.1193, -0.0327, -2.0396], [-0.4554, 1.3827, -1.1535], [-2.1657, 0.0915, -0.3767], [-2.1708, -2.0221, 0.3698]],
  "forces_ev_per_a": [[0.0, 0.0, 0.0], [0.1, -0.1, 0.0], [0.1, 0.1, -0.1], [0.0, -0.1, 0.1], [0.0, -0.1, 0.0], [-0.4, 0.2, 0.0], [-0.1, 0.1, -0.1], [-0.1, -0.1, 0.0], [0.2, 0.0, 0.0], [0.1, 0.2, 0.0], [-0.2, 0.1, 0.0], [0.0, 0.0, 0.2], [0.1, -0.2, 0.0], [0.1, -0.1, 0.0], [0.0, 0.0, -0.1]],
  "e_homo_ev": -9.77,
  "mol_weight_g_mol": 87.1,
  "e_tot_ha": -287.8120,
  "relative_energy_kcal_mol": 12.83,
  "gap_ev": 10.6229
}

[5]
{
  "formula": "C4H9NO",
  "method": "ωB97M-V/def2-TZVPD",
  "symbols": ["C", "C", "O", "C", "C", "N", "H", "H", "H", "H", "H", "H", "H", "H", "H"],
  "coordinates": [[0.7851, -0.1653, 1.6244], [0.1890, -0.9326, 0.4093], [-1.1712, -1.2475, 0.5673], [0.3017, 0.0813, -0.7273], [-0.6300, 0.3319, -1.8555], [-0.8196, 1.0051, -0.5800], [0.1219, -0.2646, 2.4860], [1.7861, -0.5159, 1.8942], [0.8740, 0.9104, 1.4102], [0.7340, -1.8706, 0.2384], [-1.5881, -0.3744, 0.3691], [1.3050, 0.4899, -0.8412], [-1.4259, -0.3495, -2.1463], [-0.2364, 0.9458, -2.6640], [-0.5838, 1.9846, -0.5336]],
  "forces_ev_per_a": [[0.0, -0.1, 0.1], [0.3, 0.2, -0.1], [-0.1, 0.3, 0.1], [0.2, 0.1, 0.1], [-0.1, 0.0, -0.3], [0.0, 0.5, 0.0], [0.1, -0.2, 0.0], [-0.2, -0.1, 0.0], [-0.1, -0.3, 0.1], [-0.1, 0.3, -0.1], [-0.1, -0.5, 0.3], [-0.2, 0.1, 0.0], [0.2, 0.0, 0.2], [0.0, -0.2, 0.0], [0.1, 0.1, -0.3]],
  "e_homo_ev": -9.70,
  "mol_weight_g_mol": 87.1,
  "e_tot_ha": -287.7497,
  "relative_energy_kcal_mol": 51.96,
  "gap_ev": 10.6893
}

[6]
{
  "formula": "C4H9NO",
  "method": "ωB97M-V/def2-TZVPD",
  "symbols": ["C", "C", "N", "C", "C", "O", "H", "H", "H", "H", "H", "H", "H", "H", "H"],
  "coordinates": [[1.2745, 1.2286, -0.6595], [0.5408, 0.0973, -1.3856], [0.2458, -1.0402, -0.4908], [-0.9223, -0.9314, 0.2835], [-1.2726, -0.6075, 1.8182], [-1.8168, -0.2315, -0.1584], [1.4696, 2.0725, -1.3340], [2.2338, 0.8888, -0.2546], [0.6641, 1.5995, 0.1711], [-0.4109, 0.4686, -1.7697], [1.1310, -0.2508, -2.2401], [0.9384, -1.7730, -0.4399], [-0.3517, -0.6950, 2.3531], [-2.0722, -1.2684, 2.1564], [-1.6514, 0.4426, 1.9500]],
  "forces_ev_per_a": [[0.0, 0.0, 0.1], [-0.1, -0.1, -0.1], [-0.3, -0.2, 0.6], [-1.0, 3.9, 1.1], [1.3, -1.2, 0.5], [-1.0, -0.4, -3.3], [-0.1, -0.2, 0.1], [-0.1, 0.0, 0.0], [0.1, 0.0, -0.1], [0.2, -0.1, 0.0], [-0.1, -0.1, 0.2], [-0.3, 0.2, 0.6], [0.4, -0.4, 1.2], [0.4, -0.1, 0.1], [0.6, -1.1, -0.7]],
  "e_homo_ev": -8.95,
  "mol_weight_g_mol": 87.1,
  "e_tot_ha": -287.7382,
  "relative_energy_kcal_mol": 59.16,
  "gap_ev": 9.7763
}

[7]
{
  "formula": "C4H9NO",
  "method": "ωB97M-V/def2-TZVPD",
  "symbols": ["C", "N", "C", "H", "H", "H", "H", "H", "C", "C", "O", "H", "H", "H", "H"],
  "coordinates": [[-3.1066, 0.5907, 1.9974], [-2.8916, 1.8085, 1.7839], [-1.7678, 2.2024, 0.9684], [-2.4662, -0.1160, 1.4404], [-3.9956, 0.1992, 2.4591], [-1.1524, 1.3233, 0.7343], [-1.1604, 2.9497, 1.4771], [-2.1972, 2.6853, 0.0902], [3.2783, -0.9129, -2.1644], [2.5781, -1.8369, -1.1943], [1.3832, -1.9632, -1.1836], [2.4754, -0.4046, -2.7003], [3.9424, -1.4023, -2.8644], [3.7627, -0.1521, -1.5484], [3.2172, -2.4222, -0.5103]],
  "forces_ev_per_a": [[0.8, -0.2, -1.9], [-0.7, 0.7, 1.0], [-0.2, -0.4, 0.2], [-0.1, -0.4, 0.6], [-0.2, 0.2, 0.6], [0.1, 0.2, -0.4], [-0.1, 0.0, 0.1], [0.3, -0.1, -0.2], [-1.1, 0.5, 0.6], [0.2, -0.2, -0.8], [-0.1, -0.1, 0.3], [0.1, 0.0, -0.2], [0.3, -0.1, 0.1], [0.5, -0.1, -0.2], [0.0, 0.0, 0.2]],
  "e_homo_ev": -9.45,
  "mol_weight_g_mol": 87.1,
  "e_tot_ha": -287.7423,
  "relative_energy_kcal_mol": 56.56,
  "gap_ev": 10.3654
}

[8]
{
  "formula": "C4H9NO",
  "method": "ωB97M-V/def2-TZVPD",
  "symbols": ["C", "N", "C", "C", "C", "H", "H", "H", "H", "H", "H", "H", "O", "H", "H"],
  "coordinates": [[-1.6283, -0.6359, 1.1437], [-0.4491, -0.6205, 0.6796], [0.3392, 0.5193, 0.4320], [0.0461, 1.7229, 0.9326], [1.6623, 0.2401, -0.2384], [-2.1157, -1.5951, 1.3147], [-2.2318, 0.2743, 1.1087], [-0.9214, 2.0197, 1.3158], [0.7780, 2.5070, 0.9748], [2.0926, 1.1377, -0.6633], [2.3002, -0.2300, 0.5086], [1.5138, -0.4400, -1.0579], [-0.2920, -1.9753, -2.0628], [-0.6828, -1.3382, -1.4457], [-0.4111, -1.5860, -2.9424]],
  "forces_ev_per_a": [[0.2, 0.5, -1.7], [0.1, -1.1, 0.5], [0.0, 1.0, 0.4], [-0.2, 0.1, -0.2], [-0.6, 0.0, 0.4], [0.1, 0.1, 0.2], [-0.2, 0.0, 0.6], [0.0, -0.4, 0.4], [0.3, 0.2, -0.4], [0.2, 0.2, 0.3], [0.3, 0.0, -0.2], [0.0, -0.5, -0.2], [-0.2, 0.3, -0.4], [0.2, -0.3, 0.0], [0.0, -0.2, 0.3]],
  "e_homo_ev": -9.16,
  "mol_weight_g_mol": 87.1,
  "e_tot_ha": -287.7410,
  "relative_energy_kcal_mol": 57.38,
  "gap_ev": 9.4501
}